[1]
{"formula": "C30H59GeHfN5PSi3", "method": "ωB97M-V/def2-TZVPD", "de_lowest_kj_mol": 31.5, "charge": 4, "gap_ev": [5.96, 5.50], "spin_multiplicity": 2, "species": ["Hf", "C", "N", "C", "C", "C", "C", "C", "C", "C", "C", "H", "H", "H", "H", "H", "H", "H", "H", "H", "H", "H", "H", "H", "C", "C", "C", "C", "N", "C", "C", "H", "H", "H", "H", "H", "H", "H", "C", "N", "C", "N", "C", "N", "C", "P", "C", "C", "H", "H", "H", "H", "H", "H", "H", "H", "H", "H", "H", "H", "C", "Si", "C", "C", "Ge", "Si", "C", "C", "C", "Si", "C", "C", "C", "H", "H", "H", "H", "H", "H", "H", "H", "H", "H", "H", "H", "H", "H", "H", "H", "H", "H", "H", "H", "H", "H", "H", "H", "H", "H", "H"], "xyz": [[-0.0239, -0.0712, -0.4485], [1.1372, 2.0716, 5.5822], [0.3095, 1.1714, 4.6556], [0.9032, -0.1989, 4.6022], [0.1124, 1.7396, 3.2726], [1.2561, 1.5106, 2.3307], [2.4667, 2.1163, 2.5911], [3.6072, 1.9629, 1.8316], [3.5806, 1.0762, 0.7594], [2.3556, 0.4303, 0.4976], [1.1879, 0.6275, 1.2458], [1.2581, 1.5385, 6.5057], [0.4930, 2.9360, 5.8087], [2.0580, 2.2820, 5.1018], [-0.5987, 1.0683, 5.1117], [1.9348, -0.1371, 4.3780], [0.5002, -0.7718, 3.7563], [0.7054, -0.6972, 5.5444], [-0.1482, 2.7866, 3.2603], [-0.7050, 1.1719, 2.9325], [2.5769, 2.8488, 3.3834], [4.4296, 2.6443, 1.9413], [4.4286, 1.0347, 0.1523], [2.3855, -0.1464, -0.4359], [-6.2190, 1.8069, 0.5636], [-4.7924, 1.2199, 0.4841], [-3.6909, 1.8087, 1.1645], [-2.3903, 1.4162, 0.8304], [-2.1787, 0.3563, -0.0659], [-3.2324, -0.2134, -0.6554], [-4.5401, 0.1958, -0.4325], [-6.5669, 2.1623, -0.4250], [-6.2332, 2.7436, 1.1640], [-6.9090, 1.0136, 0.9123], [-4.0220, 2.6399, 1.7446], [-1.5205, 2.0017, 1.1717], [-3.0406, -0.9422, -1.3746], [-5.3543, -0.2554, -1.0030], [1.1312, 5.1286, -2.3893], [0.4386, 4.9317, -1.0960], [-0.9180, 5.2642, -1.3279], [-1.5444, 4.4287, -2.3015], [-0.8170, 4.5218, -3.6183], [0.5801, 4.2292, -3.3676], [0.7709, 2.8438, -3.1338], [-0.0653, 2.3092, -1.5527], [0.7154, 3.6499, -0.4485], [-1.7686, 3.1333, -1.8056], [2.2501, 5.0452, -2.3192], [0.9626, 6.1333, -2.6460], [-0.9635, 6.3317, -1.5511], [-1.3998, 5.1930, -0.3228], [-0.8153, 5.5203, -3.9765], [-1.2495, 3.8625, -4.3786], [1.7935, 2.5994, -2.9106], [0.3251, 2.3433, -3.9790], [1.8109, 3.4668, -0.4251], [0.2816, 3.6180, 0.5449], [-2.2842, 3.1727, -0.8684], [-2.1990, 2.4400, -2.5569], [-2.0817, -2.5892, 1.7594], [-1.6382, -3.6896, 0.3167], [-2.9782, -3.9144, -0.9330], [-1.1569, -5.3807, 0.8364], [0.5737, -2.7359, -0.6036], [2.6243, -4.0090, 0.2639], [2.4408, -4.3263, 2.0841], [2.8113, -5.5570, -0.6377], [4.0770, -2.9088, 0.0786], [0.9757, -2.0380, -2.9209], [-0.1308, -0.5644, -3.2510], [2.7095, -1.5613, -3.3005], [0.4532, -3.6109, -3.7781], [-3.0368, -2.7267, 2.3317], [-2.0746, -1.5436, 1.4215], [-1.3031, -2.7274, 2.5355], [-3.6394, -4.6068, -0.3526], [-2.7284, -4.5177, -1.8982], [-3.5024, -2.9877, -1.2224], [-1.9899, -5.9576, 1.2487], [-0.4484, -5.3443, 1.6611], [-0.6040, -5.9461, 0.0233], [2.2345, -5.3570, 2.1377], [1.6026, -3.8632, 2.6084], [3.3130, -4.0025, 2.5571], [1.8323, -6.0187, -0.7618], [3.5302, -6.3084, -0.1756], [3.1329, -5.4208, -1.7021], [3.9320, -1.9219, 0.5274], [4.4780, -2.7634, -0.9331], [4.8480, -3.4326, 0.6915], [0.3941, 0.4055, -3.1138], [-1.1295, -0.4870, -2.7500], [-0.3180, -0.6361, -4.2991], [3.0693, -0.7569, -2.6621], [2.6449, -1.2294, -4.3317], [3.3884, -2.4083, -3.3055], [0.6972, -4.6165, -3.3402], [1.0117, -3.5366, -4.7590], [-0.5700, -3.5187, -4.0600]], "forces_ev_per_a": [[-0.021, -0.140, 0.745], [-2.110, -0.175, 0.087], [1.020, 0.465, 0.497], [-0.897, -0.501, -0.483], [0.340, -0.290, -0.135], [0.770, -0.644, 0.552], [0.272, 1.166, 0.746], [-0.285, -0.551, -1.306], [-1.610, 0.655, 1.267], [0.735, 0.778, -0.244], [-0.754, -0.339, -0.847], [0.331, -0.327, 0.381], [0.621, -0.024, -0.313], [0.657, 0.285, -0.088], [-0.073, 0.198, -0.226], [1.173, 0.278, 0.220], [-0.405, 0.203, 0.371], [0.125, -0.053, 0.060], [-0.136, 0.380, 0.739], [-1.216, -0.529, -0.639], [-0.338, 0.034, -0.049], [0.453, -0.127, 0.402], [1.081, -0.534, -1.069], [-0.252, -0.513, -0.176], [0.880, 0.234, 0.195], [-0.750, 0.498, -0.672], [-0.035, -1.004, -1.530], [-1.323, -0.399, -0.339], [0.904, 1.625, 1.226], [-1.337, 1.186, 0.828], [0.331, -0.184, 0.128], [0.318, -0.579, 0.185], [-0.136, -0.977, 0.093], [0.202, 0.673, 0.010], [0.802, 0.596, 0.759], [-0.383, -0.630, -0.178], [0.410, -1.270, -0.997], [0.274, 0.106, 0.160], [1.408, -1.311, 1.286], [2.465, -0.217, 0.096], [-0.893, 0.840, 2.348], [-0.802, 0.482, -1.675], [0.071, -0.451, 1.326], [0.233, -0.064, -1.040], [-0.232, 0.258, 0.411], [0.170, 0.826, 0.966], [0.049, 0.290, -1.366], [0.892, -1.223, -1.363], [-1.017, -0.356, 0.128], [-0.367, 1.282, -0.693], [-0.150, -0.164, -0.503], [-0.332, -0.165, -0.765], [-0.628, 0.995, -0.227], [0.016, 0.034, 0.295], [0.752, -0.154, -0.615], [0.292, -0.675, -0.253], [-0.622, 0.174, 0.218], [0.016, 0.030, 0.223], [-0.532, -0.174, 0.355], [-0.485, 0.660, 0.442], [-0.196, 0.402, 0.942], [-0.181, -0.351, -0.154], [-0.126, -0.783, -1.556], [1.548, -0.759, -0.270], [0.280, -0.662, 0.703], [-0.072, 0.733, 0.446], [-2.200, 1.008, -0.903], [0.526, -1.478, -1.609], [0.756, 0.448, -0.096], [0.173, -0.996, 0.666], [-0.053, 0.786, 1.038], [-0.327, -0.024, 0.127], [1.319, -0.215, -0.791], [0.581, -0.252, -0.886], [0.027, -0.162, 0.350], [-0.113, 0.201, -0.390], [0.032, 0.678, -0.466], [-0.176, 1.144, 1.719], [-0.070, -0.653, 0.139], [-0.149, 0.007, -0.444], [0.234, 0.104, 0.183], [-0.987, 0.452, 0.796], [0.230, -1.508, 0.510], [-0.041, 0.229, -0.132], [1.554, 0.070, 0.885], [-0.055, -0.428, 0.299], [-0.924, 1.007, -0.361], [0.032, 0.072, 0.835], [0.061, -0.082, 0.093], [-0.106, -0.167, 0.239], [-0.260, 0.381, -0.445], [-0.175, -0.600, -0.282], [0.359, -0.237, -0.432], [-0.431, 0.195, -1.010], [0.287, 0.060, -0.136], [0.244, 0.369, -0.329], [0.122, -0.066, 0.228], [-0.291, 1.132, -0.241], [-0.354, -0.216, 0.808], [-1.018, -0.322, -0.034]], "lowdin_spin": [0.17, 0.00, 0.00, 0.00, 0.00, 0.00, 0.01, 0.00, 0.00, 0.02, 0.02, 0.00, 0.00, 0.00, 0.00, 0.00, 0.00, 0.00, 0.00, 0.00, 0.00, 0.00, 0.00, 0.01, 0.00, 0.00, 0.00, 0.00, 0.00, 0.00, 0.00, 0.00, 0.00, 0.00, 0.00, 0.00, 0.00, 0.00, 0.00, 0.00, 0.00, 0.00, 0.00, 0.01, 0.01, 0.02, 0.00, 0.00, 0.00, 0.00, 0.00, 0.00, 0.00, 0.00, 0.00, 0.00, 0.00, 0.00, 0.00, 0.00, 0.00, 0.05, 0.02, 0.01, 0.42, 0.03, 0.01, 0.00, 0.00, 0.10, 0.00, 0.00, 0.07, 0.00, 0.00, 0.00, 0.00, 0.00, 0.00, 0.00, 0.00, 0.00, 0.00, 0.00, 0.00, 0.00, 0.00, 0.00, 0.00, 0.00, 0.00, 0.00, 0.00, 0.00, 0.00, 0.00, 0.00, 0.00, 0.01, 0.00]}

[2]
{"formula": "C3H12N2O2", "method": "ωB97M-V/def2-TZVPD", "de_lowest_kj_mol": 226.1, "gap_ev": 9.44, "smiles": "NCCNCO.O", "spin_multiplicity": 1, "species": ["C", "N", "C", "O", "C", "N", "H", "H", "H", "H", "H", "H", "H", "H", "H", "H", "H", "H", "O"], "xyz": [[0.9291, -1.0530, -0.9346], [-0.1079, -0.0632, -0.8086], [-0.8020, 0.8529, -1.7014], [-1.9452, 1.3675, -1.1025], [1.5672, -1.1175, 0.4742], [0.6684, -1.7583, 1.4902], [1.8128, -0.8102, -1.5148], [0.5758, -2.0720, -1.1154], [-0.9356, -0.5738, -0.4927], [-0.0977, 1.5682, -2.1458], [-1.2193, 0.3156, -2.5667], [-1.7389, 1.7541, -0.2431], [2.5200, -1.6273, 0.5958], [1.7057, -0.0629, 0.7348], [-0.2399, -1.6521, 1.0459], [0.4691, -1.0562, 2.2010], [-0.5600, 1.9567, 2.5996], [0.0578, 1.7436, 1.2914], [-0.0944, 1.2619, 2.1149]], "forces_ev_per_a": [[1.682, -0.448, 1.388], [-2.402, 0.313, 0.960], [1.043, -1.200, -2.345], [0.042, 0.330, 0.491], [-0.357, 0.273, 1.290], [-0.719, 0.977, -0.768], [-0.458, 0.281, -0.944], [-0.137, 0.127, -0.738], [0.428, 0.023, 0.479], [-0.121, 0.374, 0.516], [0.036, 0.069, -0.082], [0.148, -0.034, -0.022], [0.177, -0.094, -0.757], [0.299, -0.117, 0.071], [-0.347, -0.767, -0.039], [0.681, -0.093, 0.391], [0.015, -0.346, 0.503], [0.374, -0.621, -0.292], [-0.386, 0.956, -0.103]], "mulliken_charge": [-0.70, -0.06, -0.53, -0.48, -0.42, -0.76, 0.35, 0.31, 0.17, 0.29, 0.31, 0.31, 0.41, 0.25, 0.29, 0.29, 0.30, 0.26, -0.59]}